[1]
{
  "formula": "C20H19N3O3S",
  "method": "ωB97M-V with the def2-TZVPD basis set",
  "symbols": ["C", "H", "O", "C", "C", "C", "C", "C", "C", "H", "H", "C", "N", "N", "C", "S", "C", "H", "H", "C", "O", "N", "C", "C", "C", "C", "C", "C", "C", "H", "H", "H", "H", "C", "C", "H", "H", "H", "H", "H", "H", "O", "H", "H", "H", "H"],
  "positions_angstrom": [[2.55838, -6.31744, -6.39468], [2.62334, -7.16565, -7.07410], [1.35587, -6.49247, -5.68285], [1.00867, -5.57698, -4.74631], [1.75397, -4.44602, -4.42019], [1.30315, -3.58003, -3.44286], [0.10604, -3.82535, -2.77646], [-0.64414, -4.95885, -3.10496], [-0.19672, -5.82036, -4.07606], [-0.75855, -6.70057, -4.34456], [-1.56995, -5.13659, -2.58240], [-0.36837, -2.93307, -1.75148], [-1.46002, -3.04276, -1.05681], [-1.51144, -2.00585, -0.20488], [-0.44373, -1.30050, -0.42062], [0.06027, 0.13811, 0.38167], [-1.40198, 0.40839, 1.45152], [-1.10336, 0.23402, 2.48556], [-2.14200, -0.33144, 1.14823], [-2.00064, 1.79804, 1.26834], [-3.13994, 1.92141, 0.86422], [-1.22383, 2.85450, 1.57680], [0.12222, 2.83054, 2.09105], [0.29534, 3.74162, 3.28431], [-0.67583, 4.67189, 3.64085], [-0.45729, 5.49043, 4.74305], [0.70706, 5.39427, 5.48029], [1.67588, 4.47226, 5.11867], [1.46703, 3.65242, 4.02659], [2.21861, 2.93066, 3.73973], [2.58989, 4.39193, 5.68745], [0.86142, 6.03750, 6.33353], [-1.21420, 6.21036, 5.01944], [-1.95088, 4.77971, 2.85232], [-1.76479, 4.19291, 1.45663], [-2.71561, 4.12696, 0.92645], [-1.06414, 4.80455, 0.87855], [-2.26620, 5.82212, 2.78438], [-2.74122, 4.22591, 3.36840], [0.41216, 1.81854, 2.37340], [0.81416, 3.15454, 1.29804], [0.33735, -1.82159, -1.38666], [1.88372, -2.70488, -3.19227], [2.68508, -4.23095, -4.92010], [2.55019, -5.38952, -6.97496], [3.42501, -6.32270, -5.72624]],
  "nbo_charge": [-0.25, 0.20, -0.49, 0.33, -0.33, -0.10, -0.18, -0.13, -0.26, 0.23, 0.24, 0.46, -0.28, -0.33, 0.29, 0.27, -0.62, 0.24, 0.30, 0.67, -0.61, -0.43, -0.23, -0.05, -0.01, -0.19, -0.21, -0.21, -0.19, 0.21, 0.21, 0.21, 0.21, -0.43, -0.22, 0.25, 0.19, 0.22, 0.22, 0.22, 0.21, -0.42, 0.21, 0.22, 0.18, 0.18],
  "multiplicity": 1,
  "smiles": "COc1ccc(-c2nnc(SCC(=O)N3CCc4ccccc4C3)o2)cc1"
}

[2]
{
  "formula": "C34H61Cl2FO9",
  "method": "ωB97M-V with the def2-TZVPD basis set",
  "symbols": ["F", "C", "C", "C", "C", "C", "C", "H", "H", "H", "H", "H", "C", "Cl", "Cl", "H", "H", "C", "C", "O", "C", "H", "H", "H", "H", "H", "H", "C", "C", "O", "C", "H", "H", "H", "H", "H", "H", "C", "C", "O", "C", "H", "H", "H", "H", "H", "H", "C", "C", "O", "C", "H", "H", "H", "H", "H", "H", "C", "C", "O", "C", "H", "H", "H", "H", "H", "H", "C", "C", "O", "C", "H", "H", "H", "H", "H", "H", "C", "C", "O", "C", "H", "H", "H", "H", "H", "H", "C", "C", "O", "C", "H", "H", "H", "H", "H", "H", "C", "C", "O", "C", "H", "H", "H", "H", "H", "H"],
  "positions_angstrom": [[1.78443, 0.30161, -4.15709], [1.78928, -0.00068, -5.53258], [2.92925, 0.05520, -6.28835], [2.88749, -0.24940, -7.64646], [1.67887, -0.52965, -8.25232], [0.49258, -0.61632, -7.50647], [0.58897, -0.30776, -6.14261], [3.84454, 0.35762, -5.80133], [3.76391, 0.01454, -8.21972], [1.60477, -0.74687, -9.30765], [-0.36046, -1.08238, -7.97709], [-0.28079, -0.43472, -5.51509], [-3.68428, -3.73982, 2.00314], [-2.56471, -5.02352, 2.51726], [-3.96410, -3.88974, 0.29085], [-4.66373, -3.87772, 2.46114], [-3.29003, -2.75594, 2.25736], [-3.33277, 0.44063, -5.76941], [-4.17195, -0.16952, -4.58106], [-5.22194, -0.81650, -4.79986], [-3.69367, 0.03426, -3.18011], [-2.79372, -0.40604, -6.19444], [-2.78491, 1.31921, -5.42872], [-4.05855, 0.69848, -6.54068], [-2.63139, 0.27850, -3.18187], [-3.87143, -0.90114, -2.64951], [-4.37359, 0.76341, -2.73950], [-1.89854, 0.04965, 4.12487], [-2.93997, -0.96687, 4.53681], [-2.41575, -2.02450, 4.95149], [-4.31605, -0.45686, 4.72798], [-1.15271, -0.47468, 3.52744], [-1.54736, 0.53459, 5.03569], [-2.29835, 0.79492, 3.43724], [-4.67193, 0.26880, 3.99662], [-4.18596, -0.04676, 5.72948], [-4.95534, -1.33881, 4.68824], [4.23840, 3.58098, -2.48367], [4.78506, 2.15491, -2.69488], [5.18591, 1.77900, -3.86048], [4.64483, 1.18267, -1.56435], [4.84345, 3.99100, -1.67504], [3.20537, 3.58290, -2.13590], [4.29865, 4.22677, -3.35970], [3.61242, 0.83310, -1.57029], [4.93465, 1.65609, -0.62628], [5.40278, 0.40129, -1.61948], [-1.47382, 2.74703, 2.37314], [-0.94132, 4.06674, 1.82131], [-0.64426, 5.00670, 2.55136], [-0.93874, 4.13088, 0.28745], [-2.52695, 2.59760, 2.13503], [-1.38286, 2.83119, 3.45607], [-0.89672, 1.93233, 1.93575], [-1.30370, 3.26094, -0.25854], [0.07146, 4.41684, -0.00547], [-1.70138, 4.87501, 0.05774], [1.08553, -4.83858, 2.06738], [0.86352, -4.73987, 3.58075], [1.01518, -3.66165, 4.15199], [0.56120, -6.07563, 4.39473], [1.66064, -5.70559, 1.74236], [1.50257, -3.94567, 1.60167], [0.09489, -4.97178, 1.63264], [0.63922, -5.90336, 5.46821], [1.36505, -6.76984, 4.14980], [-0.40646, -6.40878, 4.01958], [4.20268, 2.87057, 2.46119], [3.59959, 3.93212, 1.51225], [4.03480, 5.07533, 1.49771], [2.41000, 3.56344, 0.64122], [3.75721, 1.94578, 2.09460], [3.92001, 2.94126, 3.51153], [5.29165, 2.86981, 2.41372], [1.56006, 3.23984, 1.24206], [2.66595, 2.73378, -0.01776], [1.98233, 4.38978, 0.07345], [6.33879, -0.82177, 3.19204], [5.46951, -1.34877, 2.03384], [5.93538, -1.77586, 1.00259], [3.96250, -1.33584, 2.15946], [5.93584, -1.22245, 4.12221], [6.38263, 0.26480, 3.26629], [7.32028, -1.25653, 3.00295], [3.54920, -2.20280, 2.67489], [3.49844, -1.29536, 1.17401], [3.74859, -0.47439, 2.79211], [-0.95917, -1.74510, 0.27753], [-0.88132, -0.33636, -0.28879], [-1.89569, 0.32993, -0.37601], [0.50850, 0.19554, -0.67555], [-2.00586, -2.00883, 0.42920], [-0.47637, -1.72340, 1.25454], [-0.55740, -2.49162, -0.40759], [0.98098, -0.47137, -1.39671], [1.17772, 0.28972, 0.17965], [0.48441, 1.15464, -1.19289], [-5.24581, 1.27495, 0.31794], [-5.36144, -0.00489, 1.05281], [-4.44059, -0.58976, 1.61347], [-6.77215, -0.37908, 1.34456], [-5.68163, 1.94948, 1.05494], [-5.91091, 1.20136, -0.54248], [-4.22974, 1.56568, 0.05114], [-7.11037, 0.20407, 2.20110], [-6.93056, -1.45497, 1.41862], [-7.29270, -0.34118, 0.38764]],
  "lowdin_charge": [0.00, -0.24, -0.02, -0.07, -0.10, -0.07, -0.03, 0.11, 0.11, 0.10, 0.10, 0.10, -1.03, 0.56, 0.54, 0.03, 0.00, -0.01, -0.44, 0.02, -0.03, 0.07, 0.08, 0.07, 0.07, 0.09, 0.09, -0.03, -0.48, 0.03, -0.02, 0.08, 0.10, 0.03, 0.07, 0.10, 0.09, -0.02, -0.40, -0.01, -0.03, 0.08, 0.07, 0.08, 0.08, 0.07, 0.09, -0.04, -0.47, 0.06, -0.01, 0.09, 0.08, 0.07, 0.07, 0.05, 0.09, -0.04, -0.45, 0.03, -0.01, 0.08, 0.07, 0.04, 0.08, 0.07, 0.05, -0.01, -0.44, 0.06, -0.03, 0.05, 0.09, 0.08, 0.07, 0.06, 0.08, -0.01, -0.48, 0.06, -0.02, 0.08, 0.07, 0.08, 0.08, 0.07, 0.07, -0.01, -0.46, 0.04, -0.02, 0.03, 0.09, 0.09, 0.08, 0.07, 0.07, -0.01, -0.50, 0.03, -0.02, 0.10, 0.09, 0.07, 0.10, 0.09, 0.08],
  "multiplicity": 1,
  "smiles": "Fc1ccccc1.CC(C)=O.CC(C)=O.CC(C)=O.CC(C)=O.CC(C)=O.CC(C)=O.CC(C)=O.CC(C)=O.CC(C)=O.ClCCl"
}

| no. | Kohn-Sham gap (eV) | HOMO (eV) |
| --- | --- | --- |
| 1 | 8.6615 | -8.10 |
| 2 | 9.7226 | -9.51 |